Computed, not measured: an isolated molecule of C6H13N at a distorted geometry, with ωB97M-V/def2-TZVPD.

Computed properties:
HOMO-LUMO gap ... 8.832 eV
Multiplicity ... 1
Calculated total energy ... -7921.5314 eV
SMILES ... CC/C(C)=C(/C)N

The geometry in XYZ format:
```
20
Properties=species:S:1:pos:R:3:forces:R:3
H 0.89405 3.07022 1.42330 -0.008 -0.437 -0.009
C 0.34350 2.31528 0.85972 -2.079 -1.278 -1.954
C 0.15568 -0.54224 -0.79675 -1.693 1.601 0.378
C -0.34124 -0.20547 0.41199 0.660 -0.598 1.645
H -0.85399 -1.00730 2.31013 0.265 -0.678 -0.394
H 1.85096 0.69778 -0.78589 -0.075 -0.276 0.295
H -1.06420 -2.19631 0.94126 -0.693 0.400 0.472
C -1.22365 -1.16068 1.28145 1.665 1.081 -0.343
H 1.75099 -0.59809 -1.84121 0.602 0.595 -0.356
H -1.08699 -2.19599 -1.00376 -0.496 0.002 -0.609
H 1.47402 0.60284 1.29709 -0.486 -0.224 -0.336
H 0.21456 0.70236 2.35288 -0.858 0.007 0.057
H 0.05023 -1.98976 -2.33187 -0.558 -0.039 -0.459
C 0.37220 0.82638 1.28477 2.331 0.460 0.523
C -0.68393 -1.46635 -1.70833 1.677 0.450 0.893
H 0.65168 2.20688 -0.19756 0.345 0.997 0.439
H -0.73278 2.58554 0.70404 0.775 0.280 0.591
N 1.24967 0.16172 -1.39312 -0.905 -1.486 -0.655
H -2.21943 -0.80830 1.42438 -1.203 -0.259 -0.614
H -1.45821 -0.90364 -2.28291 0.735 -0.600 0.437
```
Positions in Å, forces in eV/Å.

Atom charges from the Löwdin analysis, given in e for atoms 1 to 6: 0.069, -0.103, -0.350, -0.240, 0.064, 0.059